a:
This record from the OMol25 dataset describes one molecule with the formula C3H6N2O. The level of theory is the ωB97M-V functional and the def2-TZVPD basis.

Geometry as XYZ:
```
12
Properties=species:S:1:pos:R:3:lowdin_charge:R:1
C 0.620 -0.451 -0.463 -0.37
C -1.847 -0.275 -0.069 -0.23
C 1.951 0.190 -0.068 0.01
N -1.181 0.447 0.935 -0.03
N -0.699 0.510 -0.377 -0.07
O 0.507 -1.564 -0.842 0.11
H -1.622 -1.334 -0.035 0.10
H -2.709 0.115 -0.684 0.13
H 2.083 -0.196 1.012 0.13
H 1.842 1.237 0.056 0.06
H 2.704 -0.083 -0.657 0.03
H -1.650 1.403 1.191 0.14
```

Summary:
E_LUMO: 0.0414 Eh
Frontier orbital gap: 10.229 eV
Multiplicity: 1
Highest occupied orbital energy: -9.1 eV
SMILES: CC(=O)N1CN1

***

b:
This record from the OMol25 dataset describes a 2-piece molecular cluster, C3H6N2O overall. The level of theory is the ωB97M-V functional and the def2-TZVPD basis.

Geometry as XYZ:
```
12
Properties=species:S:1:pos:R:3:lowdin_charge:R:1
C -1.262 -1.866 -0.427 -0.15
C 0.202 1.119 -1.282 -0.41
C 1.270 1.134 1.008 -0.07
N -0.735 -1.208 0.500 0.00
N 0.921 1.392 -0.371 0.07
O -0.242 0.997 -2.324 0.16
H -2.376 -1.600 -0.716 0.10
H -0.677 -2.697 -1.010 0.10
H 1.091 0.056 1.160 0.07
H 2.275 1.438 0.940 0.07
H 0.620 1.602 1.599 0.03
H -1.085 -0.367 0.921 0.04
```

Summary:
E_LUMO: 0.0300 Eh
Frontier orbital gap: 10.561 eV
Multiplicity: 1
Highest occupied orbital energy: -9.7 eV
SMILES: CN=C=O.C=N

***

Stability summary - winner: b; margin: 75.8 kJ/mol.

***

a:
This record from the OMol25 dataset describes a 2-piece molecular cluster, C3H6N2O overall. The level of theory is the ωB97M-V functional and the def2-TZVPD basis.

Geometry as XYZ:
```
12
Properties=species:S:1:pos:R:3:lowdin_charge:R:1
O 2.777 -0.254 -0.672 0.15
C 2.172 0.603 -0.161 -0.41
N 1.509 1.480 0.379 0.16
C -1.264 0.057 -0.506 -0.20
C -1.117 -0.741 0.730 -0.19
N -0.139 -0.859 -0.347 -0.05
H 1.945 2.357 0.620 0.08
H -2.059 -0.210 -1.200 0.10
H -0.989 1.108 -0.494 0.08
H -0.744 -0.263 1.632 0.09
H -1.810 -1.565 0.898 0.10
H -0.281 -1.712 -0.879 0.10
```

Summary:
E_LUMO: 0.0351 Eh
Frontier orbital gap: 10.545 eV
Multiplicity: 1
Highest occupied orbital energy: -9.6 eV
SMILES: C1CN1.N=C=O

***

b:
This record from the OMol25 dataset describes one molecule with the formula C3H6N2O. The level of theory is the ωB97M-V functional and the def2-TZVPD basis.

Geometry as XYZ:
```
12
Properties=species:S:1:pos:R:3:lowdin_charge:R:1
N 1.727 0.112 -0.458 0.16
C 0.928 0.776 0.432 -0.51
O 1.328 1.669 1.157 0.05
C -0.519 0.356 0.448 -0.23
C -1.215 -0.298 -0.690 -0.14
N -0.784 -1.085 0.451 0.02
H 2.718 0.259 -0.343 0.11
H 1.442 -0.798 -0.790 0.09
H -1.112 0.997 1.095 0.14
H -0.675 -0.503 -1.611 0.10
H -2.273 -0.082 -0.824 0.11
H -1.557 -1.297 1.075 0.10
```

Summary:
E_LUMO: 0.0356 Eh
Frontier orbital gap: 10.694 eV
Multiplicity: 1
Highest occupied orbital energy: -9.7 eV
SMILES: NC(=O)[C@H]1CN1

***

Stability summary - winner: b; margin: 70.4 kJ/mol.

***

a:
This record from the OMol25 dataset describes a 2-piece molecular cluster, C3H6N2O overall. The level of theory is the ωB97M-V functional and the def2-TZVPD basis.

Geometry as XYZ:
```
12
Properties=species:S:1:pos:R:3:lowdin_charge:R:1
C -0.997 -1.667 -0.703 -0.06
N 0.244 0.479 1.137 0.15
C 0.173 0.764 -0.057 -0.38
N 0.123 1.243 -1.162 0.22
C 1.238 1.413 1.628 -0.32
O 1.999 1.125 2.498 0.08
H -1.640 -1.459 -1.560 0.03
H -1.216 -2.643 -0.272 0.03
H 0.054 -1.645 -1.012 0.03
H -1.197 -0.924 0.066 0.00
H 0.272 0.698 -1.986 0.08
H 1.212 2.414 1.127 0.14
```

Summary:
E_LUMO: 0.0225 Eh
Frontier orbital gap: 11.179 eV
Multiplicity: 1
Highest occupied orbital energy: -10.6 eV
SMILES: N=C=NC=O.C

***

b:
This record from the OMol25 dataset describes one molecule with the formula C3H6N2O. The level of theory is the ωB97M-V functional and the def2-TZVPD basis.

Geometry as XYZ:
```
12
Properties=species:S:1:pos:R:3:lowdin_charge:R:1
N 0.907 -1.130 0.110 0.05
C -0.125 -0.174 0.373 -0.42
C -0.144 0.989 -0.593 -0.27
O 0.996 1.792 -0.488 -0.04
C -1.539 -0.748 0.400 -0.15
N -2.232 -0.907 1.310 0.15
H 0.997 -1.784 0.884 0.09
H 0.701 -1.653 -0.734 0.09
H -0.015 0.191 1.397 0.15
H -0.296 0.574 -1.605 0.13
H -1.010 1.611 -0.343 0.13
H 1.759 1.238 -0.711 0.09
```

Summary:
E_LUMO: 0.0079 Eh
Frontier orbital gap: 10.724 eV
Multiplicity: 1
Highest occupied orbital energy: -10.5 eV
SMILES: N#C[C@@H](N)CO

***

Stability summary - winner: b; margin: 10.9 kJ/mol.

***

a:
This record from the OMol25 dataset describes C3H6N2O as an isolated structure. The level of theory is the ωB97M-V functional and the def2-TZVPD basis.

Geometry as XYZ:
```
12
Properties=species:S:1:pos:R:3:lowdin_charge:R:1
C 0.007 1.269 0.104 -0.19
C -0.578 0.070 -0.701 -0.02
C -1.191 -0.991 0.221 -0.09
N 2.283 0.184 0.286 -0.18
N 1.228 0.642 -0.155 0.00
O 2.806 -0.814 -0.101 -0.04
H 0.009 2.287 -0.366 0.12
H -0.281 1.317 1.102 0.09
H -0.468 0.014 -1.742 0.08
H -1.948 -1.678 -0.118 0.06
H -1.529 -0.536 1.140 0.06
H -0.339 -1.762 0.331 0.11
```

Summary:
E_LUMO (spin up / spin down): -0.0034 / -0.0036 Eh
Frontier orbital gap (spin up / spin down): 7.837 / 7.823 eV
Multiplicity: 1
Highest occupied orbital energy (spin up / spin down): -7.9 / -7.9 eV

***

b:
This record from the OMol25 dataset describes one molecule with the formula C3H6N2O. The level of theory is the ωB97M-V functional and the def2-TZVPD basis.

Geometry as XYZ:
```
12
Properties=species:S:1:pos:R:3:lowdin_charge:R:1
N 1.729 0.116 -0.460 0.16
C 0.926 0.771 0.430 -0.51
O 1.330 1.663 1.154 0.05
C -0.521 0.357 0.450 -0.23
C -1.210 -0.300 -0.688 -0.14
N -0.783 -1.084 0.460 0.02
H 2.721 0.263 -0.342 0.11
H 1.437 -0.791 -0.791 0.09
H -1.113 1.004 1.092 0.14
H -0.674 -0.506 -1.612 0.10
H -2.268 -0.087 -0.821 0.11
H -1.566 -1.299 1.071 0.10
```

Summary:
E_LUMO: 0.0355 Eh
Frontier orbital gap: 10.683 eV
Multiplicity: 1
Highest occupied orbital energy: -9.7 eV
SMILES: NC(=O)[C@H]1CN1

***

Stability summary - winner: b; margin: 543.9 kJ/mol.

***

a:
This record from the OMol25 dataset describes a 2-piece molecular cluster, C2H3NOS overall. The level of theory is the ωB97M-V functional and the def2-TZVPD basis.

Geometry as XYZ:
```
8
Properties=species:S:1:pos:R:3:lowdin_charge:R:1
C -0.630 -0.599 0.373 -0.41
C 0.994 1.046 -0.520 -0.52
N 1.563 1.280 0.512 0.17
O 0.672 0.999 -1.623 0.13
S -1.816 -1.595 -0.122 0.85
H -0.250 -0.784 1.343 -0.05
H -1.829 -1.239 -1.301 -0.19
H 1.295 0.891 1.339 0.01
```

Summary:
E_LUMO: -0.0251 Eh
Frontier orbital gap: 8.392 eV
Multiplicity: 1
Highest occupied orbital energy: -9.1 eV

***

b:
This record from the OMol25 dataset describes a 2-piece molecular cluster, C2H3NOS overall. The level of theory is the ωB97M-V functional and the def2-TZVPD basis.

Geometry as XYZ:
```
8
Properties=species:S:1:pos:R:3:lowdin_charge:R:1
C 1.537 -0.540 1.560 -0.38
C -0.381 0.002 -0.885 -0.64
N 0.399 -0.328 1.256 0.15
O 2.678 -0.691 1.623 0.19
S -1.870 -0.619 -0.861 0.57
H -0.202 1.046 -0.663 0.01
H 0.441 -0.566 -1.298 0.01
H -0.475 -0.348 1.738 0.09
```

Summary:
E_LUMO: -0.0091 Eh
Frontier orbital gap: 8.412 eV
Multiplicity: 1
Highest occupied orbital energy: -8.7 eV
SMILES: N=C=O.C=S

***

c:
This record from the OMol25 dataset describes one molecule with the formula C2H3NOS. The level of theory is the ωB97M-V functional and the def2-TZVPD basis.

Geometry as XYZ:
```
8
Properties=species:S:1:pos:R:3:lowdin_charge:R:1
C -0.446 -0.351 -0.173 -0.63
C 0.964 -0.802 0.320 -0.56
H -0.243 1.777 0.263 0.08
H -1.632 1.234 -0.424 0.12
H 1.083 -1.526 1.160 0.07
N -0.674 0.990 -0.135 0.14
O -1.235 -1.199 -0.563 0.04
S 2.183 -0.124 -0.449 0.73
```

Summary:
E_LUMO: -0.0255 Eh
Frontier orbital gap: 8.279 eV
Multiplicity: 1
Highest occupied orbital energy: -9.0 eV
SMILES: NC(=O)C=S

***

d:
This record from the OMol25 dataset describes C2H3NOS as an isolated structure. The level of theory is the ωB97M-V functional and the def2-TZVPD basis.

Geometry as XYZ:
```
8
Properties=species:S:1:pos:R:3:lowdin_charge:R:1
C 0.405 0.801 -0.170 -0.12
C 0.873 -0.420 -0.499 -0.30
N 2.052 -0.553 -0.215 -0.52
O 1.410 1.672 0.228 -0.13
S 3.560 -0.354 0.250 0.72
H -0.588 1.013 -0.021 0.09
H 2.359 1.082 0.751 0.10
H 0.318 -0.985 -1.408 0.16
```

Summary:
E_LUMO (spin up / spin down): -0.0391 / -0.0507 Eh
Frontier orbital gap (spin up / spin down): 7.243 / 6.366 eV
Multiplicity: 1
Highest occupied orbital energy (spin up / spin down): -8.3 / -7.7 eV

***

Stability summary - winner: c; margin: 64.5 kJ/mol.

***

a:
This record from the OMol25 dataset describes one molecule with the formula C2H3NOS. The level of theory is the ωB97M-V functional and the def2-TZVPD basis.

Geometry as XYZ:
```
8
Properties=species:S:1:pos:R:3:lowdin_charge:R:1
C 1.652 -1.969 -0.934 0.00
C -0.755 0.347 -0.026 -0.76
H 1.324 -3.080 -1.316 0.12
H 2.685 -1.781 -0.659 0.07
H -1.478 -0.509 -0.280 0.10
N 0.488 -1.341 -0.843 -0.03
O 0.570 -0.042 -0.184 -0.22
S -0.993 1.552 0.962 0.72
```

Summary:
E_LUMO: 0.0042 Eh
Frontier orbital gap: 9.163 eV
Multiplicity: 1
Highest occupied orbital energy: -9.0 eV
SMILES: C=NOC=S

***

b:
This record from the OMol25 dataset describes C2H3NOS as an isolated structure. The level of theory is the ωB97M-V functional and the def2-TZVPD basis.

Geometry as XYZ:
```
8
Properties=species:S:1:pos:R:3:lowdin_charge:R:1
C -0.731 0.719 0.609 -0.81
C 0.364 -0.627 -0.775 -0.39
N 0.472 0.152 0.543 -0.01
O -1.320 1.392 1.379 0.06
S -1.282 0.060 -1.040 0.90
H 1.017 -0.318 -1.507 0.04
H 0.435 -1.635 -0.606 0.05
H 1.045 0.256 1.395 0.16
```

Summary:
E_LUMO: 0.0209 Eh
Frontier orbital gap: 10.139 eV
Multiplicity: 1
Highest occupied orbital energy: -9.6 eV

***

Stability summary - winner: b; margin: 293.4 kJ/mol.

***

a:
This record from the OMol25 dataset describes one molecule with the formula C2H3NOS. The level of theory is the ωB97M-V functional and the def2-TZVPD basis.

Geometry as XYZ:
```
8
Properties=species:S:1:pos:R:3:lowdin_charge:R:1
C -0.718 0.904 -0.841 -0.39
C 0.541 -0.608 -0.112 -0.33
N -1.076 1.058 0.478 -0.29
O -1.043 1.409 -1.866 0.11
S -0.208 -0.092 1.395 0.81
H 0.513 -1.660 -0.408 0.04
H 1.301 -0.020 -0.446 -0.02
H -1.759 1.602 0.965 0.09
```

Summary:
E_LUMO: 0.0137 Eh
Frontier orbital gap: 8.826 eV
Multiplicity: 1
Highest occupied orbital energy: -8.5 eV

***

b:
This record from the OMol25 dataset describes one molecule with the formula C2H3NOS. The level of theory is the ωB97M-V functional and the def2-TZVPD basis.

Geometry as XYZ:
```
8
Properties=species:S:1:pos:R:3:lowdin_charge:R:1
C -0.619 1.171 1.653 -0.01
C -0.064 -0.256 -0.244 -0.40
N -0.181 0.461 0.694 -0.14
O 0.806 -1.537 -2.570 -0.46
S 1.328 -0.545 -1.257 0.88
H -1.265 2.024 1.329 0.09
H -0.646 1.110 2.662 0.03
H 0.642 -2.430 -2.267 0.02
```

Summary:
E_LUMO: 0.0119 Eh
Frontier orbital gap: 8.592 eV
Multiplicity: 1
Highest occupied orbital energy: -8.3 eV

***

Stability summary - winner: a; margin: 71.6 kJ/mol.

***

a:
This record from the OMol25 dataset describes a 2-piece molecular cluster, C2H3NOS overall. The level of theory is the ωB97M-V functional and the def2-TZVPD basis.

Geometry as XYZ:
```
8
Properties=species:S:1:pos:R:3:lowdin_charge:R:1
C -0.140 -0.413 -0.070 -0.21
C 1.175 0.036 0.602 -0.03
N -2.279 0.280 -0.835 -0.59
O -0.618 -1.482 -0.187 0.05
S -2.650 1.434 -1.738 0.53
H 1.188 -0.431 1.523 0.04
H 2.051 -0.560 0.120 0.12
H 1.272 1.136 0.585 0.08
```

Summary:
E_LUMO (spin up / spin down): -0.0292 / -0.0325 Eh
Frontier orbital gap (spin up / spin down): 6.018 / 5.908 eV
Multiplicity: 1
Highest occupied orbital energy (spin up / spin down): -6.8 / -6.8 eV

***

b:
This record from the OMol25 dataset describes one molecule with the formula C2H3NOS. The level of theory is the ωB97M-V functional and the def2-TZVPD basis.

Geometry as XYZ:
```
8
Properties=species:S:1:pos:R:3:lowdin_charge:R:1
C 0.084 0.908 -0.978 -0.76
C 0.184 -0.686 1.094 -0.26
H 0.755 1.484 -0.301 0.09
H -1.109 -0.560 -0.415 0.06
H -0.114 -1.720 1.158 0.12
N -0.432 0.005 -0.044 -0.02
O 0.876 -0.305 2.006 0.06
S -0.244 0.873 -2.519 0.70
```

Summary:
E_LUMO: -0.0108 Eh
Frontier orbital gap: 9.056 eV
Multiplicity: 1
Highest occupied orbital energy: -9.3 eV
SMILES: O=CNC=S

***

c:
This record from the OMol25 dataset describes a 2-piece molecular cluster, C2H3NOS overall. The level of theory is the ωB97M-V functional and the def2-TZVPD basis.

Geometry as XYZ:
```
8
Properties=species:S:1:pos:R:3:lowdin_charge:R:1
C 1.692 -0.799 0.984 -0.55
C -1.801 0.305 -0.396 -0.46
N -1.568 1.131 -1.220 0.20
O -1.986 -0.327 0.540 0.16
S 2.308 0.585 0.357 0.56
H 1.665 -1.539 0.177 -0.01
H -1.199 1.285 -2.160 0.10
H 0.889 -0.642 1.718 0.00
```

Summary:
E_LUMO: -0.0280 Eh
Frontier orbital gap: 8.141 eV
Multiplicity: 1
Highest occupied orbital energy: -8.9 eV
SMILES: N=C=O.C=S

***

d:
This record from the OMol25 dataset describes one molecule with the formula C2H3NOS. The level of theory is the ωB97M-V functional and the def2-TZVPD basis.

Geometry as XYZ:
```
8
Properties=species:S:1:pos:R:3:lowdin_charge:R:1
C -0.139 -0.514 0.439 -0.77
C 0.427 0.130 -1.630 -0.30
H -0.444 -1.304 -0.227 0.04
H 1.019 1.417 -0.060 0.25
H -0.271 -0.829 -1.752 0.16
N 0.442 0.464 -0.281 -0.02
O 0.779 0.916 -2.544 0.01
S -0.710 -0.472 1.969 0.63
```

Summary:
E_LUMO: -0.0102 Eh
Frontier orbital gap: 8.844 eV
Multiplicity: 1
Highest occupied orbital energy: -9.1 eV
SMILES: O=CNC=S

***

Stability summary - winner: b; margin: 24.1 kJ/mol.